A cluster of 2 separate species, C5H14NO2 in total in a non-equilibrium geometry. Source: the Open Molecules 2025 dataset; level of theory: ωB97M-V/def2-TZVPD.

Geometry as XYZ:
```
22
Properties=species:S:1:pos:R:3:forces:R:3:nbo_charge:R:1
C -1.75724 -0.38150 -0.81211 -0.1 0.3 0.9 -0.021
O -1.14020 -1.44422 -0.20387 -0.5 0.3 -0.4 -0.914
C -1.13138 1.02192 -0.49668 1.4 -1.5 0.4 -0.438
C 0.08654 1.33120 -1.39845 -0.4 -0.2 0.1 -0.406
C 1.41637 0.59608 -1.19579 1.2 0.4 0.5 -0.405
C 1.52924 -0.33260 0.00736 -0.1 0.9 0.1 -0.271
N 1.70058 0.40873 1.27533 0.3 0.6 -0.2 -0.860
H -1.73239 -0.44744 -1.90119 -0.2 -0.2 -0.6 0.101
H -2.83890 -0.31767 -0.52118 0.2 0.1 -0.1 0.099
H -1.83559 1.79252 -0.68202 -0.9 0.8 -0.1 0.180
H -0.85503 1.01085 0.57113 -0.3 0.2 -0.3 0.202
H -0.29860 1.13644 -2.37972 -0.1 -0.4 -0.9 0.187
H 0.26284 2.39736 -1.44694 0.2 0.5 0.4 0.179
H 2.22610 1.33650 -1.14588 -0.1 0.2 0.4 0.180
H 1.77309 0.03832 -2.05160 -0.6 -0.4 -0.6 0.194
H 0.63245 -0.92915 -0.03689 -0.3 -0.4 0.2 0.258
H 2.38094 -0.98172 -0.09889 0.6 -0.3 -0.2 0.156
H 1.41812 -0.19577 2.03464 -0.1 0.1 0.0 0.359
H 1.01519 1.16682 1.32235 0.2 -0.4 -0.1 0.345
H 0.11824 -1.58771 2.22687 -0.2 -0.1 0.1 0.428
H -0.90303 -1.10394 1.17821 -0.3 -0.4 -0.2 0.491
O -0.64722 -1.00468 2.18348 0.1 -0.1 0.7 -1.045
```
Positions in Å, forces in eV/Å.

Computed properties:
Charge   -1
2S+1   1
E   -10997.00334 eV
Energy relative to the best compared isomer or geometry (same formula, charge and spin)   58.1 kJ/mol
E_LUMO   4.215 eV
Gap between HOMO and LUMO   7.6 eV

A structure of composition C5H14NO2 in a non-equilibrium geometry. Source: the Open Molecules 2025 dataset; level of theory: ωB97M-V/def2-TZVPD.

Geometry as XYZ:
```
22
Properties=species:S:1:pos:R:3:forces:R:3:nbo_charge:R:1
C 1.83374 -1.27562 -1.20564 0.6 0.4 0.4 -0.404
N 1.57165 -0.11130 -0.38416 0.3 -0.1 -0.6 -0.640
C -2.32805 0.08480 -0.41638 1.5 -0.3 0.3 -0.622
C -0.88674 -0.50912 -0.47456 -0.4 0.9 0.9 -0.445
C 0.25818 0.48892 -0.60790 0.6 0.8 0.6 -0.064
C 0.19752 1.70899 0.35946 -0.1 -0.1 0.8 -0.035
O 0.75906 1.49849 1.61628 0.0 -0.2 -0.7 -0.883
H 2.86951 -1.61735 -1.10333 0.1 0.3 0.0 0.177
H 1.66626 -1.05931 -2.25707 -0.1 0.1 -0.2 0.169
H 1.23388 -2.10896 -0.91392 -0.7 -1.0 0.0 0.160
H 1.67902 -0.33574 0.59856 -0.1 0.2 0.0 0.391
H -2.96336 -0.44049 -1.11844 -0.4 0.2 -0.1 0.187
H -2.66775 -0.02901 0.60435 -0.5 -0.1 0.2 0.210
H -2.25739 1.15379 -0.56606 -0.4 0.2 -0.5 0.203
H -0.69687 -1.03645 0.45534 0.0 -0.3 0.1 0.250
H -0.80933 -1.17102 -1.29267 0.0 -1.1 -0.9 0.175
H 0.31300 0.92009 -1.61302 -0.4 -0.1 -0.3 0.154
H 0.65862 2.55107 -0.19006 0.2 0.0 0.2 0.120
H -0.84430 2.00292 0.53738 -0.4 0.1 -0.5 0.116
H -0.26992 -0.37448 3.32658 -0.1 -0.1 0.3 0.431
H 0.44580 0.34738 2.06757 0.2 0.0 0.3 0.478
O 0.23749 -0.68761 2.57769 0.0 0.2 -0.3 -1.125
```
Positions in Å, forces in eV/Å.

Computed properties:
Charge   -1
2S+1   1
E   -10996.99450 eV
Energy relative to the best compared isomer or geometry (same formula, charge and spin)   59.0 kJ/mol
E_LUMO   4.003 eV
Gap between HOMO and LUMO   7.7 eV

A cluster of 2 separate species, C5H14NO2 in total in a non-equilibrium geometry. Source: the Open Molecules 2025 dataset; level of theory: ωB97M-V/def2-TZVPD.

Geometry as XYZ:
```
22
Properties=species:S:1:pos:R:3:forces:R:3:nbo_charge:R:1
C 2.75350 -1.50615 0.89122 0.0 -1.3 -2.7 -0.900
N 2.06793 -1.20271 -0.45214 -1.0 4.2 3.5 -0.654
C 0.55426 -1.10704 -0.32083 1.8 -1.1 2.8 -0.069
C -0.22773 -0.00768 -1.02966 0.5 -1.8 -2.5 -0.443
C -1.36044 0.46266 -0.13646 0.0 2.0 1.7 -0.007
O -1.46072 1.81394 -0.15801 -0.5 1.1 -0.1 -1.009
C 0.05152 -2.56135 -0.59730 1.8 -0.8 0.3 -0.888
H 3.83681 -1.90011 0.58313 -2.0 1.0 1.1 0.115
H 2.20349 -2.35765 1.39482 0.7 0.7 -0.2 0.140
H 2.68482 -0.59198 1.50858 0.5 -0.5 -0.2 0.177
H 2.20327 -1.87594 -1.08486 1.3 -3.3 -2.6 0.323
H 0.47933 -0.82097 0.83174 -0.3 -0.9 -2.3 0.173
H 0.47164 0.70905 -1.52461 -0.6 0.2 1.4 0.219
H -0.75954 -0.39858 -1.99451 0.9 0.1 1.4 0.154
H -2.26587 -0.03916 -0.53955 -0.3 -0.3 0.5 0.082
H -1.21774 0.20190 1.02278 -0.1 -0.7 -2.0 0.081
H -0.69684 -2.87045 0.11032 -0.9 -0.1 -0.1 0.202
H 0.88711 -3.38893 -0.45707 -1.4 1.8 -0.1 0.155
H -0.23230 -2.63898 -1.65402 -0.4 -0.1 0.3 0.186
H -1.60809 3.04373 1.25804 -0.7 0.4 0.1 0.524
H -2.31414 4.02044 0.50156 -0.2 0.1 0.6 0.466
O -2.13605 3.89156 1.45385 0.8 -0.7 -0.9 -1.028
```
Positions in Å, forces in eV/Å.

Computed properties:
Charge   -2
<S²>   0.751
2S+1   2
E   -10991.30070 eV
Energy relative to the best compared isomer or geometry (same formula, charge and spin)   208.4 kJ/mol
E_LUMO (alpha / beta)   6.353 / 6.332 eV
Gap between HOMO and LUMO (alpha / beta)   2.6 / 6.8 eV

A cluster of 2 separate species, C5H14NO2 in total in a non-equilibrium geometry. Source: the Open Molecules 2025 dataset; level of theory: ωB97M-V/def2-TZVPD.

Geometry as XYZ:
```
22
Properties=species:S:1:pos:R:3:forces:R:3:nbo_charge:R:1
C 1.99092 -1.98247 -0.46791 0.0 -0.6 -0.3 -0.648
C 1.57214 -1.05003 -1.61550 0.0 0.0 -1.1 -0.245
N 0.29901 -0.29724 -1.55866 0.5 -1.3 0.7 -0.594
C 0.96193 1.20625 0.25585 -0.1 -0.3 0.9 -0.635
C -0.15820 0.33243 -0.30810 0.5 1.5 -2.2 -0.057
C -0.85646 -0.61675 0.70957 -0.5 -1.3 -0.2 -0.120
O -1.60181 -0.01279 1.67683 0.6 -0.4 -0.1 -0.353
H 2.95317 -1.66916 -0.05511 -0.1 -0.3 0.0 0.218
H 2.04588 -3.02123 -0.84370 0.3 0.5 0.2 0.218
H 1.28109 -2.06190 0.34883 0.0 0.3 0.0 0.206
H 1.54430 -1.62374 -2.56513 -0.5 0.0 0.6 0.205
H 2.37560 -0.37149 -1.90813 0.1 0.3 0.7 0.191
H -0.41192 -0.92045 -1.92137 -0.3 0.3 0.0 0.359
H 1.94280 0.80201 -0.00110 -0.1 0.1 0.2 0.217
H 0.90956 2.23254 -0.10443 0.0 -0.1 -0.2 0.221
H 0.84887 1.26546 1.34712 0.3 0.0 -0.2 0.224
H -0.85921 1.04570 -0.77214 -0.6 -0.5 1.0 0.232
H -1.48185 -1.33239 0.12090 0.2 0.5 0.1 0.170
H -0.07810 -1.20572 1.19695 0.2 0.1 0.2 0.188
H -1.46302 2.66228 0.85361 0.1 -0.5 0.1 0.463
H -2.17990 1.18113 1.28449 0.1 2.2 -0.3 0.466
O -2.26979 2.21002 1.11548 -0.7 -0.6 0.1 -0.925
```
Positions in Å, forces in eV/Å.

Computed properties:
<S²>   0.756
2S+1   2
E   -10993.65329 eV
Energy relative to the best compared isomer or geometry (same formula, charge and spin)   122.8 kJ/mol
E_LUMO (alpha / beta)   0.816 / -2.593 eV
Gap between HOMO and LUMO (alpha / beta)   10.2 / 6.7 eV

A cluster of 2 separate species, C5H14NO2 in total in a non-equilibrium geometry. Source: the Open Molecules 2025 dataset; level of theory: ωB97M-V/def2-TZVPD.

Geometry as XYZ:
```
22
Properties=species:S:1:pos:R:3:forces:R:3:nbo_charge:R:1
C -1.29041 0.41245 1.99365 -3.2 -2.1 2.2 -0.685
C -0.36257 0.18340 0.85580 0.8 0.9 -0.2 -0.059
C -1.06454 -0.21515 -0.41735 -2.1 1.4 0.2 -0.422
C -0.14056 -0.53961 -1.57568 -2.6 -3.7 -0.9 -0.587
C 0.20614 0.65064 -2.42781 3.5 -0.5 -2.4 0.468
O 0.72635 1.70675 -2.05127 -1.8 -1.5 -0.2 -0.546
N 0.36626 1.52048 0.58202 -2.9 1.7 1.6 -0.716
H -0.80968 0.42285 3.01323 -0.4 0.1 -1.2 0.251
H -2.07971 -0.48338 2.03319 2.0 1.4 0.1 0.259
H -2.07849 1.20085 1.94896 1.1 0.2 -0.5 0.247
H 0.46875 -0.47671 1.18045 -0.7 -0.1 -0.5 0.248
H -1.76863 0.67601 -0.67958 1.1 -1.4 0.3 0.219
H -1.78307 -1.00753 -0.13338 0.6 0.0 -0.5 0.257
H -0.69264 -1.41765 -2.25712 1.1 2.7 1.3 0.261
H 0.59107 -1.26744 -1.13970 0.7 1.5 -0.7 0.300
H 0.28459 0.39008 -3.59863 -0.7 0.8 2.3 0.170
H 1.29325 1.36791 0.75937 3.2 -0.2 1.3 0.420
H -0.03014 2.26710 1.26884 1.1 -1.4 -1.8 0.447
H 0.46437 1.84363 -0.40373 -0.9 0.0 -0.5 0.462
H 3.25977 -2.15942 0.60218 1.1 -0.1 0.2 0.487
H 2.10727 -2.96243 0.00819 0.3 0.6 0.4 0.484
O 2.33264 -2.11281 0.43841 -1.5 -0.5 -0.6 -0.965
```
Positions in Å, forces in eV/Å.

Computed properties:
Charge   +1
2S+1   1
E   -10989.27331 eV
Energy relative to the best compared isomer or geometry (same formula, charge and spin)   244.2 kJ/mol
E_LUMO   -3.489 eV
Gap between HOMO and LUMO   11.0 eV

A cluster of 2 separate species, C5H14NO2 in total in a non-equilibrium geometry. Source: the Open Molecules 2025 dataset; level of theory: ωB97M-V/def2-TZVPD.

Geometry as XYZ:
```
22
Properties=species:S:1:pos:R:3:forces:R:3:nbo_charge:R:1
O 0.13951 0.96878 2.55486 3.0 1.8 0.8 -0.746
C 0.32099 -0.41401 2.20416 3.1 2.3 -0.2 -0.074
C 0.47931 -0.60038 0.65939 -1.8 -0.8 1.7 -0.089
N -0.12865 0.50602 -0.11752 -2.9 1.2 0.6 -0.557
C -0.93324 -0.16546 -1.35808 -0.6 2.4 -1.1 -0.221
C -0.40482 -1.53691 -1.34013 -1.7 -4.3 -0.6 -0.472
C -0.33751 -1.81744 0.18912 -0.2 -0.8 -0.9 -0.430
H 1.08073 1.41909 2.87350 -3.8 -1.9 -1.3 0.503
H 1.25187 -0.68707 2.71520 -0.1 -0.6 -0.5 0.199
H -0.41529 -0.96345 2.68278 -1.9 -1.0 0.3 0.202
H 1.52542 -0.67575 0.42177 0.3 -0.2 -0.4 0.229
H -0.73190 1.09116 0.60617 1.1 -1.4 -1.8 0.469
H 0.47397 1.21189 -0.52253 0.7 0.0 -0.2 0.460
H -0.62252 0.42544 -2.32613 -1.0 -1.0 2.3 0.275
H -2.04383 -0.10489 -1.12107 1.5 0.1 -0.3 0.237
H 0.49195 -1.66052 -1.93271 0.9 0.4 0.6 0.237
H -1.00291 -2.45661 -1.90430 0.6 2.8 1.5 0.270
H -1.38467 -2.11869 0.62791 1.8 1.6 -0.6 0.248
H 0.21217 -2.69351 0.42628 0.8 -0.9 0.0 0.246
H 0.33450 3.19620 -2.24024 0.6 -2.6 0.1 0.498
H 0.98370 2.29100 -3.24989 0.0 -0.6 0.5 0.500
O 0.61037 2.20481 -2.34998 -0.4 3.4 -0.6 -0.983
```
Positions in Å, forces in eV/Å.

Computed properties:
Charge   +1
2S+1   1
E   -10989.15829 eV
Energy relative to the best compared isomer or geometry (same formula, charge and spin)   255.3 kJ/mol
E_LUMO   -2.961 eV
Gap between HOMO and LUMO   11.6 eV